{
  "formula": "C32H39N7O2S3Zr",
  "method": "ωB97M-V/def2-TZVPD",
  "symbols": ["Zr", "C", "C", "C", "C", "C", "C", "C", "C", "C", "C", "H", "H", "H", "H", "H", "H", "H", "H", "H", "H", "H", "H", "H", "H", "C", "O", "C", "C", "O", "C", "H", "H", "H", "H", "H", "H", "H", "H", "H", "H", "S", "C", "C", "N", "C", "S", "C", "N", "C", "N", "C", "C", "N", "C", "S", "H", "H", "H", "H", "H", "H", "H", "H", "N", "C", "C", "C", "C", "C", "C", "C", "N", "C", "C", "N", "C", "H", "H", "H", "H", "H", "H", "H"],
  "xyz": [[1.021, 0.523, 0.192], [3.857, -2.712, -2.549], [2.442, -3.326, -2.608], [2.551, -4.793, -3.089], [1.691, -3.153, -1.286], [0.671, -2.172, -1.145], [0.061, -1.954, 0.104], [0.385, -2.797, 1.225], [-0.262, -2.672, 2.600], [1.302, -3.832, 1.022], [1.914, -4.029, -0.214], [4.503, -3.032, -3.381], [4.363, -2.987, -1.619], [3.822, -1.615, -2.566], [1.818, -2.740, -3.314], [3.229, -5.364, -2.431], [2.955, -4.883, -4.103], [1.593, -5.332, -3.078], [0.441, -1.570, -2.026], [-0.831, -1.291, 0.148], [0.162, -1.882, 3.269], [-0.070, -3.609, 3.143], [-1.354, -2.503, 2.552], [1.558, -4.496, 1.835], [2.571, -4.866, -0.375], [3.191, 1.384, 2.840], [2.266, 1.805, 1.807], [2.726, 3.078, 1.313], [1.538, 3.828, 0.869], [0.622, 2.880, 0.283], [-0.459, 3.696, -0.194], [2.978, 1.939, 3.769], [4.211, 1.596, 2.506], [3.082, 0.307, 2.997], [3.438, 2.867, 0.480], [3.271, 3.627, 2.115], [1.780, 4.574, 0.066], [1.011, 4.358, 1.690], [-0.082, 4.415, -0.933], [-0.913, 4.241, 0.664], [-1.210, 3.062, -0.672], [2.094, 0.897, -2.033], [3.702, 1.019, -1.310], [4.612, 1.885, -1.963], [5.371, 2.568, -2.526], [4.121, 0.282, -0.197], [3.132, -0.858, 0.712], [5.459, 0.387, 0.309], [6.505, 0.417, 0.796], [-0.569, 2.617, -4.065], [-1.290, 1.347, -4.269], [-1.850, 1.026, -5.574], [-2.569, -0.313, -5.301], [-2.444, -0.513, -3.875], [-1.716, 0.464, -3.298], [-1.508, 0.601, -1.617], [-1.278, 3.481, -3.996], [0.058, 2.795, -4.960], [0.026, 2.548, -3.162], [-1.095, 1.010, -6.393], [-2.557, 1.816, -5.939], [-2.107, -1.154, -5.860], [-3.626, -0.256, -5.612], [-2.812, -1.325, -3.375], [-8.777, -0.605, 5.229], [-7.688, -0.363, 4.848], [-6.383, -0.042, 4.363], [-5.906, -0.703, 3.211], [-4.608, -0.436, 2.743], [-3.780, 0.470, 3.459], [-4.300, 1.157, 4.571], [-5.588, 0.888, 5.041], [-2.431, 0.672, 3.042], [-1.374, 1.083, 3.845], [-0.281, 1.198, 3.040], [-0.634, 0.810, 1.745], [-1.953, 0.559, 1.789], [-6.556, -1.432, 2.755], [-4.238, -0.957, 1.868], [-3.702, 1.922, 5.074], [-6.008, 1.463, 5.864], [-1.454, 1.247, 4.914], [0.724, 1.508, 3.256], [-2.566, 0.247, 0.948]],
  "mulliken_charge": [-0.317, -1.029, 0.168, -1.595, 0.395, 1.065, -1.600, 0.326, -1.246, -1.233, -0.355, 0.486, 0.292, -0.024, 0.356, 0.349, 0.439, 0.365, 0.027, 1.627, 0.163, 0.479, 0.237, 0.427, 0.343, -1.411, 1.249, -0.533, -0.955, 0.243, -0.901, 0.372, 0.458, 0.421, 0.179, 0.515, 0.468, 0.509, 0.352, 0.319, 0.231, -0.275, 0.792, -0.287, -0.407, 0.950, -0.151, -0.491, -0.417, -0.462, 0.176, -0.571, -0.581, -0.041, -0.407, 0.143, 0.238, 0.330, -0.110, 0.344, 0.319, 0.313, 0.314, 0.226, -0.430, -0.110, 0.642, -1.054, -0.174, 1.095, -0.546, -0.921, 0.326, -0.497, -1.313, 1.213, -0.852, 0.436, 0.387, 0.393, 0.454, 0.510, 0.431, 0.405],
  "charge": 2,
  "orbital_gap_ev": 6.98,
  "e_lumo_ha": -0.244,
  "mol_weight_g_mol": 741.1
}